No. 1
The following is a quantum chemistry calculation of 2 unconnected molecules or ions with the total composition C4H12N2O, from OMol25.

## Properties
* relative energy (zero: lowest compared OMol25 entry of this formula, charge and spin): 22.9 kcal per mole
* max |F|: 0.9 eV Å⁻¹
* lowest unoccupied orbital energy: 0.604 eV
* HOMO energy: -0.3235 hartree
* charge: 0

XYZ file:
```
19
C4H12N2O the ωB97M-V functional and the def2-TZVPD basis
C 0.239 -1.311 0.923
C 0.435 0.062 1.526
C -0.796 0.600 2.228
O 0.846 0.951 0.472
H 1.085 -1.567 0.287
H -0.667 -1.332 0.317
H 0.150 -2.069 1.698
H 1.244 0.004 2.261
H -1.087 -0.073 3.039
H -1.646 0.720 1.560
H -0.562 1.556 2.699
H 1.284 1.703 0.882
N -0.331 1.092 -2.287
C 0.160 -0.140 -2.568
N -0.352 -0.939 -3.419
H -0.132 1.460 -1.371
H -1.102 1.450 -2.823
H 0.972 -0.426 -1.897
H 0.260 -1.742 -3.527
```

No. 2
The following is a quantum chemistry calculation of a single C6H6N2 molecule, from OMol25.

## Properties
* relative energy (zero: lowest compared OMol25 entry of this formula, charge and spin): 105.3 kcal per mole
* max |F|: 3.0 eV Å⁻¹
* lowest unoccupied orbital energy: -0.010 eV
* HOMO energy: -0.2636 hartree
* charge: 0

XYZ file:
```
14
C6H6N2 the ωB97M-V functional and the def2-TZVPD basis
C -1.772 -0.421 0.393
C 1.471 0.120 0.060
N -2.228 -1.477 -0.237
C -0.718 1.705 0.052
C 1.925 1.434 -0.281
C 1.742 -1.126 0.383
N -1.609 0.758 0.083
C 0.625 1.340 0.036
H -2.509 -2.287 0.282
H -2.313 -1.526 -1.246
H -1.049 2.732 0.060
H 2.727 2.085 -0.557
H 2.739 -1.526 0.291
H 0.971 -1.811 0.683
```

No. 3
The following is a quantum chemistry calculation of a molecular structure, C5H20NO5V, from OMol25.

## Properties
* spin multiplicity: 4
* max |F|: 2.9 eV Å⁻¹
* lowest unoccupied orbital energy (alpha / beta): -3.288 / -3.291 eV
* HOMO energy (alpha / beta): -0.3700 / -0.3847 hartree
* charge: +1

XYZ file:
```
32
C5H20NO5V the ωB97M-V functional and the def2-TZVPD basis
V -0.208 -0.430 1.115
C 1.123 -3.148 -0.359
O 0.742 -2.368 0.751
H 0.393 -3.071 -1.165
H 2.009 -2.711 -0.819
H 1.209 -4.227 -0.228
C -1.310 0.538 -2.971
C -0.516 0.218 -1.741
C 0.759 1.184 -1.419
O 1.135 0.853 -0.061
C 2.094 1.721 0.454
N -1.506 0.206 -0.678
H -2.235 -0.037 -3.032
H -0.658 0.182 -3.768
H -1.652 1.556 -3.158
H -0.207 -0.822 -1.840
H 0.509 2.232 -1.586
H 1.609 0.948 -2.059
H 2.586 1.180 1.263
H 1.608 2.550 0.966
H 2.806 2.192 -0.224
H -2.307 -0.285 -1.047
H -1.731 1.190 -0.721
O -0.898 1.534 1.916
H -1.146 2.184 1.258
H -0.840 2.030 2.733
O 1.098 -0.292 3.011
H 1.264 -1.060 3.557
H 1.296 0.453 3.579
O -2.071 -1.297 1.896
H -2.959 -1.020 2.122
H -1.998 -2.183 2.252
```

No. 4
The following is a quantum chemistry calculation of a molecular structure, C7H19Ba2O6, from OMol25.

## Properties
* relative energy (zero: lowest compared OMol25 entry of this formula, charge and spin): 0.0 kcal per mole
* max |F|: 7.1 eV Å⁻¹
* lowest unoccupied orbital energy: -12.542 eV
* HOMO energy: -0.5831 hartree
* charge: +3

XYZ file:
```
34
C7H19Ba2O6 the ωB97M-V functional and the def2-TZVPD basis
Ba 2.852 -2.939 3.328
Ba 3.589 1.395 3.006
O 0.239 -0.458 0.397
C 0.919 -1.079 1.304
O 1.918 -0.638 1.880
O 0.540 -2.180 1.677
H 0.709 0.379 0.361
C 3.211 1.221 -0.948
C 2.872 2.524 -0.329
O 2.214 2.362 0.959
H 2.340 0.633 -1.239
H 3.880 0.613 -0.339
H 3.711 1.421 -1.896
H 2.236 3.098 -1.004
H 3.761 3.152 -0.262
H 1.734 3.157 1.202
C -3.366 -1.417 0.957
C -2.855 -2.845 0.832
O -2.067 -3.251 1.936
H -2.497 -0.805 1.197
H -4.026 -1.202 1.797
H -3.909 -1.103 0.065
H -2.157 -2.941 0.000
H -3.677 -3.533 0.637
H -1.212 -2.844 1.778
C -2.036 0.959 -1.553
C -0.714 1.019 -2.393
O -0.083 -0.239 -2.340
H -2.638 0.060 -1.683
H -2.698 1.746 -1.917
H -1.940 1.166 -0.487
H -0.012 1.780 -2.053
H -0.765 1.384 -3.419
H -0.072 -0.595 -1.449
```

No. 5
The following is a quantum chemistry calculation of a molecular structure, C17H25N3OP2PtSSe, from OMol25.

## Properties
* max |F|: 3.4 eV Å⁻¹
* lowest unoccupied orbital energy: -15.166 eV
* HOMO energy: -0.8004 hartree
* charge: +4

XYZ file:
```
51
C17H25N3OP2PtSSe the ωB97M-V functional and the def2-TZVPD basis
Pt 0.474 0.260 -0.493
C -0.143 1.834 2.352
P 0.075 0.186 1.732
C 1.319 -0.650 2.687
C -1.450 -0.698 1.771
C -2.374 -0.508 2.796
C -3.586 -1.198 2.753
C -3.864 -2.067 1.706
C -2.946 -2.240 0.666
C -1.727 -1.577 0.713
P -0.435 -1.805 -0.479
C -1.103 -2.387 -2.020
C 0.770 -3.002 0.110
H -0.216 1.737 3.442
H -1.043 2.293 1.943
H 0.725 2.458 2.129
H 2.271 -0.118 2.692
H 1.469 -1.678 2.375
H 0.895 -0.638 3.702
H -2.184 0.168 3.622
H -4.324 -1.027 3.525
H -4.792 -2.623 1.698
H -3.195 -2.916 -0.144
H -1.516 -3.376 -1.789
H -0.309 -2.513 -2.758
H -1.871 -1.729 -2.425
H 1.124 -3.603 -0.729
H 0.260 -3.652 0.827
H 1.635 -2.537 0.574
C 4.103 -0.752 -2.847
S 3.581 0.319 -1.536
C 4.975 0.328 -0.457
O 2.444 -0.469 -0.776
H 4.924 -0.224 -3.339
H 3.267 -0.868 -3.532
H 4.430 -1.699 -2.419
H 5.782 0.812 -1.014
H 5.238 -0.697 -0.195
H 4.715 0.922 0.417
Se 1.597 4.176 -1.208
N 0.033 4.820 -1.655
C -0.880 3.843 -1.586
C -2.290 3.919 -1.820
C -3.022 2.776 -1.630
C -2.423 1.558 -1.227
N -1.108 1.450 -1.045
C -0.355 2.600 -1.208
N 0.932 2.488 -0.927
H -2.755 4.855 -2.115
H -4.093 2.779 -1.785
H -3.027 0.670 -1.077
```